# 1
{"formula": "C2H5NO2S", "method": "the ωB97M-V functional and the def2-TZVPD basis", "smiles": "CN1CS1(=O)=O", "relative_energy_kcal_mol": 77.1, "total_charge": 0, "homo_energy_ev": -10.1555, "e_lumo_ev": 0.7, "symbols": ["C", "N", "C", "S", "O", "O", "H", "H", "H", "H", "H"], "xyz": [[0.2875, -0.1385, 1.0516], [-0.2404, 0.8208, 0.1807], [-0.5137, 0.7003, -1.3299], [0.6056, 1.9335, -0.7787], [0.2303, 3.2765, -0.6901], [1.9596, 1.6705, -1.0569], [0.4165, 0.1406, 2.0946], [-0.4427, -0.9845, 1.0209], [1.3419, -0.4824, 0.6976], [0.0604, 0.1106, -1.9573], [-1.6078, 0.8318, -1.6638]]}


# 2
{"formula": "C20H35Cl2N4O3PtS", "method": "the ωB97M-V functional and the def2-TZVPD basis", "spin_multiplicity": 3, "total_charge": -1, "homo_energy_ev": [-1.0195, -2.4561], "e_lumo_ev": [2.4, 2.4], "symbols": ["O", "C", "C", "C", "H", "C", "H", "C", "H", "C", "H", "C", "H", "H", "C", "C", "H", "H", "H", "C", "C", "H", "H", "H", "H", "Pt", "Cl", "Cl", "C", "O", "N", "C", "C", "H", "H", "H", "H", "H", "H", "H", "H", "H", "C", "C", "N", "H", "C", "O", "H", "H", "H", "H", "C", "N", "C", "S", "N", "C", "H", "H", "H", "H", "H", "H", "H", "H"], "xyz": [[3.9647, 1.8378, -1.1830], [3.0454, 2.0122, -1.9511], [2.1712, 3.2260, -2.0795], [1.5101, 3.7216, -0.9469], [1.3517, 3.0741, -0.0791], [1.0906, 5.0545, -0.9149], [0.6284, 5.4721, -0.0163], [1.3161, 5.8924, -2.0215], [1.1259, 6.9698, -1.9496], [1.7468, 5.3186, -3.2249], [1.8239, 5.9533, -4.1101], [2.1239, 3.9711, -3.2682], [2.4269, 3.5064, -4.2029], [2.6505, 1.1767, -2.5936], [0.0378, -0.7272, -3.0448], [-0.6890, 0.1786, -2.1009], [0.1187, -0.2616, -4.0386], [-0.5222, -1.6734, -3.1145], [1.0550, -0.9769, -2.7187], [-1.3519, 1.2873, -2.5189], [-2.2954, 1.3922, -3.6498], [-1.1425, 2.2072, -1.9897], [-2.0022, 2.2393, -4.3068], [-3.3165, 1.5773, -3.2761], [-2.3632, 0.4812, -4.2636], [-0.4889, -0.2443, -0.1616], [-1.8723, 1.6099, 0.3766], [-2.3260, -1.5307, -1.0370], [-2.6104, -1.2822, 1.8634], [-1.3698, -1.5086, 1.7688], [-3.4529, -2.1247, 2.4622], [-2.9834, -3.3931, 2.9869], [-4.8801, -1.8519, 2.5074], [-3.0685, -0.3893, 1.4198], [-1.9110, -3.4520, 2.7882], [-3.5082, -4.2151, 2.4831], [-3.1886, -3.4615, 4.0640], [-5.0775, -0.8581, 2.0855], [-5.2635, -1.8870, 3.5391], [-5.4395, -2.5946, 1.9197], [1.6356, -4.9083, -0.7110], [4.4314, -3.7897, -0.4384], [1.7956, -4.1967, -1.5314], [4.0119, -3.0764, -1.1635], [2.5483, -3.0335, -1.0679], [0.8220, -3.8851, -1.9214], [1.9078, -2.0470, -0.4565], [0.6408, -2.0799, -0.3275], [4.4111, -2.0748, -0.9631], [2.5041, -1.1784, -0.1144], [2.3762, -4.6866, -2.3134], [4.3002, -3.3969, -2.1712], [0.8047, -1.0588, 4.8858], [1.2306, -0.3996, 3.6504], [0.4718, 0.3635, 2.8648], [1.1073, 0.6589, 1.2628], [-0.6363, 0.9797, 3.2831], [-1.0287, 1.2033, 4.6694], [-0.2139, -1.4678, 4.8109], [0.8721, -0.3670, 5.7398], [1.5049, -1.8830, 5.0713], [2.0347, -0.8154, 3.1651], [-1.1758, 1.4328, 2.5349], [-1.7509, 2.0204, 4.6837], [-1.5265, 0.3275, 5.1020], [-0.1820, 1.4900, 5.3000]]}


# 3
{"formula": "C7H10O", "method": "the ωB97M-V functional and the def2-TZVPD basis", "relative_energy_kcal_mol": 163.7, "total_charge": 0, "homo_energy_ev": -9.0799, "e_lumo_ev": 1.0, "symbols": ["C", "C", "C", "C", "C", "C", "C", "H", "H", "H", "H", "H", "H", "H", "H", "H", "H", "O"], "xyz": [[-0.3295, -0.9257, -2.2765], [-0.1257, -0.6053, -0.7378], [0.5557, 0.7538, -0.6206], [-0.1381, 0.6060, 0.8429], [-0.3414, 1.5649, 1.7952], [0.8155, -0.6858, 1.2185], [0.8630, -1.2427, 0.0873], [-1.0107, -1.8115, -2.4508], [-0.7912, -0.1096, -2.7532], [0.4650, -0.8121, -2.9356], [1.7202, 0.9193, -0.7745], [0.1928, 1.3687, -1.6523], [-0.4569, 2.7220, 1.3453], [-1.4732, 1.6128, 2.4257], [0.5089, 1.5319, 2.5929], [1.3092, -0.7242, 2.1681], [1.1294, -2.2651, 0.2180], [-1.1739, 0.0971, -0.0047]]}